A cluster of 7 separate species, C33H52IN2O8P in total, computed with wB97M-V/def2-TZVPD.

Summary:
Kohn-Sham gap = 9.2 eV
SMILES string = N#C[C@H](P(O)I)[C@@](C#N)(CC=O)CCCc1ccccc1.CC(C)=O.CC(C)=O.CC(C)=O.CC(C)=O.CC(C)=O.CC(C)=O

Positions of all 97 atoms, in Å:
I (-0.3203, -2.3267, -3.1166)
P (-1.3357, -0.4967, -1.8875)
O (1.3470, 1.0117, 4.4022)
O (0.8329, 1.1149, -6.3993)
O (-2.6119, -0.2407, -2.8867)
O (1.8488, -5.7475, -2.7166)
O (6.5036, 0.9376, 3.2466)
O (-1.1480, -1.4197, 3.2026)
O (-3.2058, 1.7571, 4.6484)
O (7.1738, 2.6264, -0.2155)
N (-4.5673, -2.4131, 1.7065)
N (-0.2787, -2.9459, 0.6061)
C (0.4024, 0.1666, -7.0114)
C (8.3173, 2.4183, -0.5446)
C (-2.7240, 2.7084, 5.2221)
C (-2.1548, -1.5342, -0.5457)
C (-2.0093, -0.6473, 2.8857)
C (-2.0518, 0.0128, 1.5247)
C (1.3021, -0.7215, -7.8371)
C (4.1781, -5.7435, -2.2410)
C (-2.9881, -0.7005, 0.4922)
C (-3.5960, 3.7306, 5.9105)
C (-8.1750, 0.4202, -2.1305)
C (8.7669, 1.0624, -1.0307)
C (-1.1167, -2.3344, 0.1130)
C (5.6824, 1.7982, 3.0243)
C (-1.0635, -0.1929, -6.9853)
C (1.7356, 0.0333, 5.0022)
C (2.2133, 0.1310, 6.4309)
C (-9.1185, -0.9853, -3.8273)
C (6.0853, 3.2083, 2.6756)
C (4.2020, 1.5140, 3.0827)
C (9.3687, 3.5003, -0.4832)
C (2.7491, -5.2897, -2.0508)
C (-1.2348, 2.9294, 5.2862)
C (-3.8582, -1.6736, 1.1864)
C (2.5050, -4.2348, -1.0017)
C (-6.9000, 0.1882, -2.6302)
C (-5.0989, -0.2281, -0.9427)
C (-6.7481, -0.6322, -3.7421)
C (-3.9261, 0.3436, -0.1603)
C (-7.8516, -1.2159, -4.3391)
C (-5.6871, 0.7677, -1.9537)
C (1.7680, -1.3294, 4.3659)
C (-9.2805, -0.1636, -2.7262)
H (2.7899, -1.7159, 4.3632)
H (-1.4825, -0.1632, -7.9925)
H (-2.8308, -2.2506, -1.0265)
H (7.1698, 3.2801, 2.6585)
H (-4.9338, 0.9994, -2.7088)
H (1.2534, -1.7477, -7.4690)
H (3.0653, -3.3316, -1.2522)
H (7.9247, 0.3754, -1.0251)
H (-0.9816, 3.8904, 4.8347)
H (-1.5969, 0.5150, -6.3553)
H (1.4458, -4.0025, -0.9575)
H (-3.3489, 3.7768, 6.9722)
H (-3.4249, 4.7178, 5.4783)
H (-4.3021, 0.9477, 0.6679)
H (10.1770, 3.1974, 0.1844)
H (2.1430, 1.1614, 6.7725)
H (-8.2833, 1.0660, -1.2673)
H (4.2229, -6.4980, -3.0227)
H (-5.7490, -0.8057, -4.1249)
H (3.2500, -0.2030, 6.5005)
H (-2.7280, 0.7141, -2.9641)
H (1.6029, -0.5064, 7.0726)
H (9.7907, 3.6692, -1.4752)
H (-1.1942, -1.1992, -6.5834)
H (5.7000, 3.4735, 1.6917)
H (-4.6426, 3.4602, 5.7942)
H (2.8321, -4.5883, -0.0227)
H (-3.3288, 1.0136, -0.7815)
H (-10.2652, 0.0213, -2.3185)
H (-1.0376, 0.0567, 1.1314)
H (4.5640, -6.1616, -1.3099)
H (8.9239, 4.4227, -0.1179)
H (-9.9748, -1.4518, -4.2956)
H (-5.9038, -0.5267, -0.2688)
H (-2.8010, -0.3789, 3.5973)
H (4.8051, -4.8945, -2.5183)
H (5.6881, 3.9079, 3.4142)
H (3.7428, 1.7186, 2.1146)
H (9.1667, 1.1415, -2.0431)
H (-0.9066, 2.9491, 6.3270)
H (-5.9507, 1.6923, -1.4348)
H (3.7237, 2.1444, 3.8327)
H (-2.4488, 1.0165, 1.6812)
H (2.3264, -0.3627, -7.7746)
H (-0.7063, 2.1368, 4.7622)
H (1.1333, -2.0182, 4.9245)
H (4.0433, 0.4689, 3.3372)
H (0.9784, -0.7175, -8.8792)
H (9.5536, 0.6755, -0.3812)
H (1.3997, -1.2690, 3.3457)
H (-7.7119, -1.8549, -5.2006)
H (-4.8140, -1.1264, -1.4969)